(1)
This record from the Open Molecules 2025 dataset describes a 3-piece molecular cluster, C4H13NO4 overall at a distorted geometry. The level of theory is wB97M-V/def2-TZVPD.

Values from the calculation:
Maximum force ... 3.0 eV Å⁻¹
Net charge ... 0
Energy relative to the best compared isomer or geometry (same formula, charge and spin) ... 34.02 kcal/mol
Structure (SMILES) ... C[C@H](O)[C@@H](N)C=O.O.O
Lowest unoccupied orbital energy ... 0.6 eV

Cartesian coordinates (Å):
C -1.68003 0.24377 -1.90665
C -0.53299 -0.16731 -1.00022
O -0.99606 -0.88607 0.11479
C 0.26789 1.06878 -0.47930
N -0.59219 1.89377 0.40237
C 1.57311 0.60826 0.15844
O 2.13508 -0.37322 -0.25411
H -2.28837 -0.63612 -2.21762
H -1.26373 0.71233 -2.84128
H -2.39009 0.95647 -1.39766
H 0.17178 -0.89580 -1.51895
H -1.94981 -0.64724 0.32366
H 0.50234 1.71391 -1.38999
H -0.80380 1.38574 1.26764
H -0.16955 2.76033 0.62382
H 1.97253 1.09378 0.99799
O 0.52768 -0.23748 2.23626
H 0.97474 -1.04281 2.48356
H -0.06922 -0.52402 1.51815
O 1.51342 -2.54315 1.31259
H 2.28661 -2.04564 0.86810
H 0.81066 -2.43829 0.69840

Mulliken population analysis, charges in e, atoms 1 to 2: -1.46, 0.27

---

(2)
This record from the Open Molecules 2025 dataset describes C6H9AgF3O7P2S as an isolated structure at a distorted geometry. The level of theory is wB97M-V/def2-TZVPD.

Values from the calculation:
Maximum force ... 4.6 eV Å⁻¹
Net charge ... +1
Energy relative to the best compared isomer or geometry (same formula, charge and spin) ... 0.00 kcal/mol
Lowest unoccupied orbital energy ... -5.9 eV

Cartesian coordinates (Å):
C 2.29826 -1.20563 1.82960
P 1.72350 -0.83284 0.08972
C 1.01116 -2.33166 -0.78823
C 0.57127 0.66634 0.02330
P 1.15864 1.78953 -1.43990
O 2.77066 1.38056 -1.70478
O 1.17855 3.38891 -0.95117
O 0.92515 1.47550 1.21644
C -0.22011 1.93023 1.86580
O -0.26349 2.33030 2.94448
O -1.31227 1.75384 0.96575
C -0.94828 0.50470 0.31230
S -2.18240 0.35642 -1.09181
O -1.61356 0.44914 -2.39953
O -3.21200 1.36528 -0.89192
C -3.13560 -1.29714 -1.03822
F -3.20081 -1.74305 -2.27372
F -4.38084 -1.08206 -0.54097
F -2.52521 -2.21469 -0.22908
H 3.07027 -0.43983 2.08051
H 1.49239 -1.26849 2.59617
H 2.85164 -2.17702 1.79032
H 1.56771 -2.42305 -1.75116
H -0.05366 -2.13754 -1.06169
H 1.13436 -3.23483 -0.14764
H 3.27040 1.72375 -0.93262
H 2.11872 3.66041 -0.99219
H -1.17216 -0.29792 1.14653
Ag -2.92230 -0.08920 1.37371

Mulliken population analysis, charges in e, atoms 1 to 2: -1.02, 0.22

---

(3)
This record from the Open Molecules 2025 dataset describes a 13-piece molecular cluster, C36H103N5O13 overall at a distorted geometry. The level of theory is wB97M-V/def2-TZVPD.

Values from the calculation:
Maximum force ... 3.4 eV Å⁻¹
Net charge ... 0
Energy relative to the best compared isomer or geometry (same formula, charge and spin) ... 56.37 kcal/mol
Lowest unoccupied orbital energy ... 0.6 eV

Cartesian coordinates (Å):
C -5.68649 1.12080 -2.61796
C -6.53696 -0.22303 -2.40947
C -5.52735 -1.41693 -2.66517
O -6.21527 -2.65586 -2.48420
C -5.39103 -3.76467 -2.48711
N -7.14387 -0.20527 -1.04347
H -6.39108 1.99897 -2.61733
H -5.15682 1.12799 -3.59877
H -4.98282 1.34174 -1.86219
H -7.32226 -0.22383 -3.16047
H -4.69799 -1.20629 -1.91417
H -5.10492 -1.34875 -3.66916
H -6.00367 -4.64359 -2.74096
H -4.97208 -3.99851 -1.50529
H -4.51940 -3.67556 -3.16158
H -7.83616 -0.97630 -0.97290
H -6.38252 -0.41873 -0.38414
C -2.09552 5.86143 -0.43864
C -1.38756 4.65975 0.08382
C -0.81204 4.95605 1.44858
O 0.24912 5.90477 1.25764
C 0.72956 6.31191 2.53912
N -2.32248 3.53699 0.10738
H -2.47059 5.65729 -1.46173
H -1.52665 6.77864 -0.42331
H -3.08343 6.06635 0.04134
H -0.51187 4.41885 -0.56620
H -0.52502 4.03864 1.98757
H -1.61586 5.42878 2.07895
H 0.07694 6.95774 3.20604
H 1.65366 6.89309 2.39928
H 0.93435 5.40109 3.09059
H -1.91558 2.67520 -0.29251
H -3.01049 3.75353 -0.55889
C 8.45675 -1.00821 -2.63000
C 7.66701 0.18811 -3.18578
C 6.43940 0.48776 -2.35991
O 6.88497 0.86633 -1.04866
C 5.91947 1.56243 -0.28857
N 8.63533 1.27528 -3.41241
H 8.96528 -0.67321 -1.72003
H 9.24403 -1.22025 -3.34099
H 7.91205 -1.86741 -2.39687
H 7.27805 0.00606 -4.17891
H 5.78881 -0.42407 -2.31826
H 5.82160 1.31461 -2.86562
H 4.98624 1.04200 -0.26622
H 5.74452 2.59304 -0.67241
H 6.22844 1.63561 0.71608
H 8.91630 1.69068 -2.50495
H 8.33071 2.08619 -4.01334
C 5.15951 1.23179 4.14847
C 4.36114 0.34873 3.25252
C 5.31310 -0.60020 2.52698
O 4.61136 -1.29614 1.53037
C 5.41672 -1.90361 0.52600
N 3.29578 -0.31631 4.01458
H 5.76262 0.66247 4.80019
H 4.47809 1.78184 4.78262
H 5.74192 1.94610 3.54609
H 3.86790 0.98503 2.42585
H 5.72530 -1.19085 3.27568
H 6.15201 -0.05202 2.07959
H 5.95609 -1.12726 -0.06181
H 4.77019 -2.46496 -0.18889
H 6.18439 -2.56957 0.99049
H 2.84280 -1.07282 3.48323
H 3.60566 -0.72729 4.90536
C -1.72449 -0.21352 -0.72193
C -1.62059 -0.16025 0.81319
C -0.18900 0.23289 1.28486
O 0.04011 1.53853 0.74634
C 1.43869 1.75786 0.51933
N -2.83186 0.52356 1.43791
H -2.65314 -0.69562 -0.91026
H -0.95625 -0.73438 -1.26367
H -1.81910 0.84274 -1.14592
H -1.71496 -1.21973 1.13959
H 0.60572 -0.35057 0.83804
H -0.14845 0.25120 2.37005
H 1.88225 1.68187 1.49539
H 1.46972 2.76057 0.15845
H 1.92550 1.01854 -0.08800
H -2.56492 0.63400 2.44547
H -3.07489 1.49598 1.10899
C 2.09634 -4.56471 -0.05382
C 2.08803 -3.36345 0.89045
O 0.74701 -3.11324 1.23964
H 2.05797 -5.43634 0.56153
H 3.02929 -4.56235 -0.61539
H 1.31290 -4.46687 -0.81433
H 2.58575 -2.48800 0.45646
H 2.65777 -3.68303 1.78170
H 0.72112 -2.65125 2.09277
C -1.80866 -1.54835 4.49737
C -0.38648 -1.32877 4.78287
O 0.53760 -2.07813 3.99930
H -2.03104 -2.62476 4.59443
H -2.07318 -1.24307 3.54919
H -2.39853 -0.97350 5.23044
H -0.09226 -1.52976 5.79778
H -0.24731 -0.26997 4.53650
H 0.27011 -2.98705 4.07481
C -0.78186 -1.50482 -5.73780
C -1.52149 -1.58276 -4.48552
O -0.71968 -2.25276 -3.55227
H -0.54542 -2.51317 -6.16217
H 0.08180 -0.82614 -5.77742
H -1.47610 -1.07788 -6.49646
H -2.41023 -2.15354 -4.66830
H -1.78170 -0.58892 -4.15639
H -1.22566 -3.01285 -3.20240
C 0.19833 2.93484 -2.88222
C -0.61170 3.93581 -3.74936
O -1.97189 3.48811 -3.66973
H -0.29305 2.74875 -1.94293
H 1.16284 3.37386 -2.64554
H 0.33093 1.89246 -3.28278
H -0.23291 3.94305 -4.75021
H -0.49801 4.96555 -3.39247
H -2.51381 4.16820 -4.09314
C -2.99136 2.54167 5.36342
C -1.84418 2.99311 4.48195
O -1.19111 1.89948 3.91058
H -3.87755 2.12571 4.75752
H -3.35013 3.32561 6.08559
H -2.66769 1.69793 5.99589
H -1.08397 3.48435 5.14997
H -2.06965 3.72126 3.70271
H -0.70275 2.14092 3.08710
C -7.03921 -2.99709 1.66601
C -5.53849 -2.81266 1.74617
O -5.18874 -1.61166 1.07152
H -7.53783 -2.28131 2.29151
H -7.32507 -3.98472 2.03710
H -7.39825 -2.85098 0.62955
H -5.12895 -3.70725 1.30740
H -5.24058 -2.89241 2.82609
H -4.38128 -1.17225 1.36977
C 2.52925 -0.47292 -1.99258
C 3.05530 -1.57134 -2.91931
O 2.32544 -1.55221 -4.07489
H 1.47353 -0.57597 -1.85151
H 2.71830 0.58220 -2.36648
H 3.05230 -0.55416 -1.00461
H 3.06501 -2.59999 -2.46992
H 4.02705 -1.31540 -3.29972
H 1.41141 -1.81314 -3.91195
C -2.24487 -4.70684 0.80514
C -2.12508 -3.87500 -0.44488
O -2.15641 -4.65126 -1.65644
H -1.68870 -5.61278 0.73566
H -3.25210 -4.91492 1.11873
H -1.75697 -4.19870 1.65647
H -1.23236 -3.23927 -0.46382
H -2.92363 -3.15211 -0.40980
H -3.00126 -5.10699 -1.86742

Mulliken population analysis, charges in e, atoms 1 to 2: -1.26, -0.07

---

(4)
This record from the Open Molecules 2025 dataset describes C4H5NO2 as an isolated structure at a distorted geometry. The level of theory is wB97M-V/def2-TZVPD.

Values from the calculation:
Maximum force ... 9.7 eV Å⁻¹
Net charge ... 0
Energy relative to the best compared isomer or geometry (same formula, charge and spin) ... 123.17 kcal/mol
Lowest unoccupied orbital energy ... 0.7 eV

Cartesian coordinates (Å):
C -0.36497 -1.55280 0.62499
C -0.07027 -0.15888 -0.11839
C -1.12721 0.69517 -0.44093
C 0.85771 0.71867 -0.18793
H -0.71545 -1.29350 1.71991
H -1.47609 -1.67125 -0.15443
H 0.36424 -2.57292 0.62334
H -2.22269 0.25853 -0.33922
H 2.70251 1.39830 -0.13534
N 0.64148 1.83787 -0.86203
O -0.71372 1.77604 -1.03598
O 2.12445 0.56476 0.30600

Mulliken population analysis, charges in e, atoms 1 to 2: -0.75, 0.58

---

Q: The highest energy relative to the best compared isomer or geometry (same formula, charge and spin) belongs to which entry?
A: C4H5NO2

---

Q: What is the net charge in the first record?
A: 0

---

Repeat the first record exactly.
This record from the Open Molecules 2025 dataset describes a 3-piece molecular cluster, C4H13NO4 overall at a distorted geometry. The level of theory is wB97M-V/def2-TZVPD.

Values from the calculation:
Maximum force ... 3.0 eV Å⁻¹
Net charge ... 0
Energy relative to the best compared isomer or geometry (same formula, charge and spin) ... 34.02 kcal/mol
Structure (SMILES) ... C[C@H](O)[C@@H](N)C=O.O.O
Lowest unoccupied orbital energy ... 0.6 eV

Cartesian coordinates (Å):
C -1.68003 0.24377 -1.90665
C -0.53299 -0.16731 -1.00022
O -0.99606 -0.88607 0.11479
C 0.26789 1.06878 -0.47930
N -0.59219 1.89377 0.40237
C 1.57311 0.60826 0.15844
O 2.13508 -0.37322 -0.25411
H -2.28837 -0.63612 -2.21762
H -1.26373 0.71233 -2.84128
H -2.39009 0.95647 -1.39766
H 0.17178 -0.89580 -1.51895
H -1.94981 -0.64724 0.32366
H 0.50234 1.71391 -1.38999
H -0.80380 1.38574 1.26764
H -0.16955 2.76033 0.62382
H 1.97253 1.09378 0.99799
O 0.52768 -0.23748 2.23626
H 0.97474 -1.04281 2.48356
H -0.06922 -0.52402 1.51815
O 1.51342 -2.54315 1.31259
H 2.28661 -2.04564 0.86810
H 0.81066 -2.43829 0.69840

Mulliken population analysis, charges in e, atoms 1 to 2: -1.46, 0.27

---

Q: Number 3 is which compound?
A: C36H103N5O13